*A*
22
Properties=species:S:1:pos:R:3 method="wB97M-V/def2-TZVPD" lumo_ev="-0.481 / -0.299"
C -0.377 -3.294 -0.287
C -1.644 1.823 0.113
C 2.222 2.230 0.792
C -0.733 -2.164 -1.269
N -1.173 0.555 -0.107
O 1.345 -0.994 -2.494
O -0.159 1.770 2.361
O 1.725 0.869 0.940
O -0.266 0.425 -1.200
S 0.712 -0.976 -1.190
S 0.395 0.557 1.880
H -0.575 -2.855 0.809
H -0.803 -4.362 -0.295
H 0.729 -3.544 -0.424
H -2.632 1.727 0.704
H -1.011 2.287 1.008
H -2.004 2.357 -0.796
H 2.853 2.310 1.674
H 1.368 3.015 1.009
H 2.575 2.242 -0.195
H -1.551 -1.570 -0.813
H -0.996 -2.406 -2.220

=====

*B*
22
Properties=species:S:1:pos:R:3 method="wB97M-V/def2-TZVPD" lumo_ev=0.065 smiles="C=C(S(C)(=O)=O)S(C)(=O)=O.N"
C -1.361 0.718 1.441
C -0.521 -0.074 0.893
S -1.169 -1.636 0.011
C -1.078 -1.112 -1.649
O -2.525 -1.793 0.470
O -0.291 -2.815 0.156
S 1.279 0.076 0.499
C 2.032 -1.218 1.348
O 1.663 1.303 1.072
O 1.515 -0.140 -0.904
H -2.423 0.455 1.476
H -0.830 1.562 1.897
H -0.018 -0.857 -1.685
H -1.267 -1.939 -2.383
H -1.786 -0.346 -1.803
H 3.119 -1.109 1.228
H 1.775 -1.007 2.504
H 1.505 -2.238 1.005
N -0.187 3.051 -1.515
H 0.419 3.337 -2.219
H 0.151 2.088 -1.237
H -0.001 3.694 -0.606

=====

Most stable to least stable: *B*, *A*

=====

*A*
10
Properties=species:S:1:pos:R:3 method="wB97M-V/def2-TZVPD" lumo_ev="-2.218 / -0.591"
C 0.344 0.433 -1.768
C 0.211 0.048 1.006
N -0.731 -0.908 1.203
O -1.762 -0.683 1.844
O -0.527 -1.958 0.632
I -0.001 1.983 1.658
H -0.575 0.996 -2.167
H 0.406 -0.645 -1.480
H 1.337 0.964 -1.958
H 1.300 -0.230 1.031

=====

*B*
10
Properties=species:S:1:pos:R:3 method="wB97M-V/def2-TZVPD" lumo_ev=-0.392
C -0.110 0.210 0.670
C 0.242 0.093 -1.634
N -0.342 -0.566 1.781
O -0.074 1.373 0.629
O -0.037 -0.606 -0.470
I -0.576 0.427 3.525
H -0.357 1.033 -1.974
H -0.059 -0.542 -2.501
H 1.429 0.182 -1.693
H -0.116 -1.603 1.666

=====

Most stable to least stable: *B*, *A*

=====

*A*
21
Properties=species:S:1:pos:R:3 method="wB97M-V/def2-TZVPD" lumo_ev=0.691 smiles="CN(C)[P@@](O)(=S)N(C)N"
C -1.422 0.960 1.284
N -1.166 -0.088 0.314
C -2.380 -0.630 -0.295
P 0.277 -0.927 0.170
O 1.189 -0.799 1.903
S 0.393 -2.819 -0.174
N 1.371 0.008 -0.738
C 1.276 1.339 -1.259
N 2.642 -0.508 -0.966
H -2.412 1.454 0.952
H -1.541 0.675 2.386
H -0.620 1.833 1.222
H -2.206 -1.492 -0.982
H -3.106 -0.921 0.476
H -2.884 0.212 -0.884
H 0.661 -1.509 2.344
H 0.656 1.434 -2.166
H 1.031 2.034 -0.602
H 2.271 1.620 -1.628
H 3.114 -0.384 -0.105
H 2.854 -1.493 -1.252

=====

*B*
21
Properties=species:S:1:pos:R:3 method="wB97M-V/def2-TZVPD" lumo_ev=0.702 smiles="CNP(=O)(NC)NSC"
C 0.482 -2.373 0.442
N 0.319 -1.060 1.056
P 0.701 0.376 0.388
O 1.949 0.325 -0.457
N 0.631 1.510 1.557
C -0.539 1.826 2.331
N -1.183 0.866 -0.577
S -1.337 -0.307 -1.820
C -0.038 0.105 -3.024
H 1.371 -2.443 -0.208
H 0.499 -3.005 1.239
H -0.345 -2.694 -0.301
H -0.629 -0.914 1.469
H 1.188 2.247 1.334
H -0.892 0.842 2.603
H -0.349 2.616 3.127
H -1.237 2.320 1.627
H -1.016 1.741 -1.101
H 0.679 0.821 -2.534
H -0.616 0.476 -3.928
H 0.509 -0.903 -3.167

=====

Most stable to least stable: *B*, *A*

=====

*A*
94
Properties=species:S:1:pos:R:3 method="wB97M-V/def2-TZVPD" spin_multiplicity=3 s2=2.0289 lumo_ev="3.115 / 3.114" charge=-2
Ti 1.615 0.159 -0.900
Cl 1.513 7.254 -2.634
C 1.395 5.486 -2.473
C 1.378 4.731 -3.636
C 1.279 3.341 -3.446
C 1.188 2.781 -2.201
O 1.104 1.420 -2.075
C 1.162 3.550 -0.986
C 1.009 3.042 0.285
N 0.628 1.651 0.644
C 1.502 1.229 1.721
C 1.108 1.199 3.042
C 2.048 0.978 4.048
C 3.378 0.784 3.735
C 3.818 0.788 2.400
C 5.195 0.637 2.013
C 5.534 0.846 0.674
C 4.552 1.044 -0.267
N 3.219 1.019 0.035
C 2.861 1.000 1.387
C 1.317 4.964 -1.206
H 1.435 5.182 -4.615
H 1.275 2.677 -4.305
H 0.994 3.702 1.143
H 0.075 1.397 3.297
H 1.724 0.955 5.080
H 4.110 0.646 4.524
H 5.947 0.440 2.767
H 6.571 0.849 0.358
H 4.793 1.220 -1.309
H 1.344 5.626 -0.349
I 1.111 -5.545 -4.844
C 0.659 -4.021 -3.494
C -0.084 -2.928 -3.912
C -0.353 -1.903 -3.016
I -1.548 -0.320 -3.648
C 0.144 -1.912 -1.701
O -0.067 -0.959 -0.825
C 0.883 -3.052 -1.311
C 1.466 -3.007 0.072
N 2.383 -1.847 0.233
C 3.665 -2.083 -0.448
C 3.552 -1.831 -1.935
C 4.210 -2.618 -2.871
C 4.124 -2.300 -4.213
C 3.401 -1.178 -4.585
C 2.765 -0.437 -3.607
N 2.823 -0.773 -2.310
C 1.136 -4.086 -2.190
H -0.443 -2.859 -4.930
H 1.997 -3.939 0.297
H 0.664 -2.869 0.803
H 2.525 -1.689 1.227
H 4.024 -3.108 -0.290
H 4.409 -1.396 -0.039
H 4.769 -3.480 -2.530
H 4.618 -2.914 -4.956
H 3.322 -0.867 -5.617
H 2.206 0.460 -3.834
H 1.742 -4.924 -1.864
C -7.506 2.164 1.559
C -6.711 2.005 0.257
C -6.726 3.352 -0.467
C -7.408 0.969 -0.635
C -5.285 1.531 0.560
C -5.092 0.409 1.372
C -3.826 -0.079 1.697
C -2.754 0.600 1.170
O -1.424 0.365 1.369
B -0.776 1.372 0.642
O -1.700 2.186 -0.020
C -2.923 1.691 0.341
C -4.168 2.183 0.021
H -8.511 2.537 1.344
H -7.010 2.872 2.226
H -7.605 1.219 2.093
H -7.759 3.680 -0.606
H -6.262 3.287 -1.453
H -6.202 4.119 0.107
H -8.433 1.279 -0.863
H -7.443 -0.006 -0.146
H -6.865 0.848 -1.575
H -5.953 -0.118 1.766
H -3.672 -0.937 2.339
H -4.247 3.047 -0.622
Te -0.610 -2.138 3.207
C -0.066 -3.720 4.522
C -0.643 -4.949 4.729
C 0.020 -5.753 5.703
C 1.112 -5.134 6.238
S 1.308 -3.577 5.545
H -1.521 -5.265 4.182
H -0.302 -6.747 5.988
H 1.787 -5.506 6.993

=====

*B*
94
Properties=species:S:1:pos:R:3 method="wB97M-V/def2-TZVPD" spin_multiplicity=3 s2=2.0345 lumo_ev="3.289 / 3.289" charge=-2
Ti -0.069 0.558 0.058
Cl -7.117 -1.102 -1.697
C -5.536 -0.470 -1.308
C -4.837 0.227 -2.286
C -3.572 0.700 -1.986
C -2.975 0.466 -0.735
O -1.790 0.923 -0.459
C -3.717 -0.232 0.269
C -1.736 -0.631 2.372
N -0.491 -0.349 1.740
C 0.631 -0.524 2.518
C 0.684 -1.088 3.806
C 1.882 -1.192 4.495
C 3.066 -0.721 3.967
C 3.069 -0.120 2.702
C 4.231 0.451 2.130
C 4.107 1.126 0.931
C 2.894 1.135 0.272
N 1.784 0.506 0.723
C 1.857 -0.054 1.969
C -5.009 -0.678 -0.060
H -5.280 0.391 -3.257
H -3.031 1.270 -2.733
H -1.790 -0.064 3.335
H -0.207 -1.457 4.284
H 1.882 -1.651 5.479
H 3.993 -0.786 4.523
H 5.175 0.383 2.652
H 4.955 1.631 0.489
H 2.799 1.676 -0.662
H -5.584 -1.200 0.691
I -3.706 6.140 -2.812
C -2.389 4.798 -1.768
C -2.669 4.478 -0.454
C -1.764 3.693 0.212
I -2.026 3.018 2.203
C -0.602 3.174 -0.379
O 0.222 2.462 0.304
C -0.405 3.458 -1.756
C 0.760 2.745 -2.397
N 0.679 1.315 -2.104
C -0.107 0.570 -3.069
C -0.579 -0.739 -2.480
C -1.236 -1.651 -3.272
C -1.620 -2.882 -2.746
C -1.291 -3.136 -1.408
C -0.627 -2.188 -0.674
N -0.255 -0.979 -1.175
C -1.279 4.296 -2.423
H -3.561 4.825 0.044
H 1.687 3.136 -1.958
H 0.794 2.942 -3.484
H 1.607 0.869 -2.086
H 0.474 0.367 -3.989
H -0.975 1.174 -3.359
H -1.444 -1.401 -4.304
H -2.124 -3.615 -3.353
H -1.555 -4.078 -0.953
H -0.328 -2.380 0.351
H -1.102 4.547 -3.461
C -5.155 -2.202 8.162
C -5.714 -2.772 6.851
C -7.037 -2.071 6.526
C -5.994 -4.268 7.044
C -4.680 -2.589 5.748
C -3.484 -3.307 5.786
C -2.509 -3.156 4.812
C -2.704 -2.281 3.756
O -1.759 -2.064 2.816
B -3.195 -0.506 1.683
O -4.191 -0.861 2.578
C -3.924 -1.584 3.683
C -4.885 -1.730 4.679
H -5.837 -2.407 8.987
H -5.015 -1.127 8.084
H -4.191 -2.649 8.387
H -7.761 -2.235 7.324
H -7.455 -2.459 5.600
H -6.899 -0.998 6.421
H -6.800 -4.418 7.760
H -5.113 -4.779 7.418
H -6.275 -4.725 6.099
H -3.278 -3.982 6.603
H -1.594 -3.728 4.867
H -5.787 -1.154 4.564
Te 2.836 -1.380 -1.293
C 3.219 -3.015 -2.573
C 3.881 -4.170 -2.263
C 3.920 -5.141 -3.282
C 3.282 -4.743 -4.412
S 2.628 -3.147 -4.213
H 4.333 -4.305 -1.296
H 4.400 -6.106 -3.179
H 3.150 -5.267 -5.342

=====

Most stable to least stable: *A*, *B*